15
Properties=species:S:1:pos:R:3:forces:R:3 method="wB97M-V/def2-TZVPD" relative_energy_kcal_mol=113.8 fmax_ev_per_a=6.16 homo_ev=-7.616 spin_multiplicity=1 lumo_ev=0.625 homo_lumo_gap_ev=8.24
C 1.83363 0.23537 -0.74251 0.852 0.415 0.116
C 0.50129 -0.44797 -0.44425 -0.009 2.275 -0.934
C -0.60741 0.37367 -0.39137 -1.816 0.222 -2.073
C -2.03107 -0.15696 -0.26006 0.964 -1.536 -1.267
C 0.27607 -0.41503 1.05366 4.238 -1.650 4.160
H 2.53138 -0.20883 -0.02911 0.357 -0.294 -0.349
H 1.83708 1.28635 -0.36691 -0.153 -0.196 -0.589
H 2.33526 0.19601 -1.75808 -1.165 -0.062 1.000
H -0.70623 1.46584 -0.60638 0.878 -0.426 -0.107
H -2.41595 -0.09961 -1.29309 0.112 0.265 0.138
H -2.03057 -1.25994 -0.10542 -0.077 0.797 0.408
H -2.73394 0.39055 0.32941 -0.172 0.345 0.758
H 0.25290 0.52374 1.66113 -0.539 -0.007 -0.544
H 1.40238 -0.76110 1.58728 -2.866 0.356 -1.474
H -0.44481 -1.12209 1.36569 -0.605 -0.505 0.758

***

15
Properties=species:S:1:pos:R:3:forces:R:3 method="wB97M-V/def2-TZVPD" relative_energy_kcal_mol=18.3 fmax_ev_per_a=0.19 homo_ev=-10.520 spin_multiplicity=1 lumo_ev=1.315 homo_lumo_gap_ev=11.84
C -0.69517 -1.58379 -0.59964 -0.003 -0.040 0.001
C -0.63457 -0.20083 0.03153 -0.078 -0.045 -0.040
C 0.05384 0.91127 -0.79950 -0.018 0.041 -0.168
C 0.88090 1.31760 0.44048 0.112 0.149 0.058
C 0.40669 0.03307 1.15937 0.023 -0.087 0.133
H -1.27822 -2.28600 0.00620 0.092 0.079 -0.050
H -1.14875 -1.54173 -1.59735 0.008 0.000 0.160
H 0.31411 -1.99951 -0.71368 -0.136 0.090 -0.015
H -1.63728 0.11262 0.34790 0.161 -0.035 -0.050
H 0.66927 0.50212 -1.60881 -0.064 0.020 0.133
H -0.60083 1.67850 -1.22546 0.105 -0.125 0.058
H 0.51319 2.23318 0.91344 0.043 -0.141 -0.053
H 1.95993 1.41640 0.29082 -0.162 0.021 0.038
H 0.02245 0.15657 2.17712 0.037 -0.040 -0.173
H 1.17443 -0.74946 1.17757 -0.120 0.114 -0.033

***

15
Properties=species:S:1:pos:R:3:forces:R:3 method="wB97M-V/def2-TZVPD" relative_energy_kcal_mol=115.0 fmax_ev_per_a=0.40 homo_ev=-9.312 spin_multiplicity=1 lumo_ev=1.332 homo_lumo_gap_ev=10.64
C -1.23673 -0.66490 -0.81757 -0.224 0.153 -0.264
C -1.50362 0.58389 -1.00919 -0.113 -0.324 -0.205
C -1.78546 0.06533 0.36788 -0.168 0.004 0.301
H -0.93815 -1.61899 -1.21673 -0.011 0.114 0.059
H -1.56754 1.42289 -1.68161 -0.009 -0.079 0.089
H -1.12784 0.33200 1.20421 -0.028 -0.029 -0.229
H -2.82012 -0.11265 0.66613 0.099 0.046 0.025
H 0.76357 1.75619 0.10011 -0.097 0.231 -0.041
H 0.17317 1.88589 -0.33197 0.116 0.210 0.069
C 1.97508 -0.06071 0.67465 0.038 -0.255 0.007
C 1.37871 -1.16237 0.23418 0.231 0.034 0.123
H 1.81164 0.31525 1.68310 0.045 -0.109 -0.154
H 2.63215 0.52798 0.03750 -0.061 -0.171 0.121
H 1.53839 -1.53016 -0.77727 0.023 0.070 0.192
H 0.70675 -1.73962 0.86658 0.158 0.105 -0.095

***

15
Properties=species:S:1:pos:R:3:forces:R:3 method="wB97M-V/def2-TZVPD" relative_energy_kcal_mol=39.7 fmax_ev_per_a=2.93 homo_ev=-9.967 spin_multiplicity=1 lumo_ev=1.113 homo_lumo_gap_ev=11.08
C 0.98492 -1.19999 -0.11422 -1.352 -1.247 1.786
C 0.09713 -0.01251 -0.07962 1.185 0.962 -1.252
C 0.35949 0.99193 -1.22453 -0.154 1.533 -1.848
C -0.28242 0.46381 1.26156 -0.125 -2.408 -0.491
C -1.29517 -0.23529 0.35262 -1.442 1.234 0.307
H 1.98698 -0.93362 -0.27207 1.530 0.322 -0.008
H 0.67566 -1.86394 -0.89784 -0.062 -0.562 -0.469
H 0.85203 -1.72604 0.89073 0.494 0.327 -1.407
H 0.54883 0.35015 -2.14513 -0.782 0.879 0.748
H 1.28998 1.75111 -1.33598 -1.796 -1.879 1.344
H -0.58146 1.69150 -1.36901 1.817 -1.508 0.037
H -0.33207 1.47485 1.31801 -0.452 2.816 0.692
H 0.15028 -0.08477 2.06859 0.055 -0.036 0.561
H -2.03369 0.50364 -0.02975 0.460 -0.852 0.112
H -1.74025 -1.21052 0.59761 0.623 0.421 -0.113

***

15
Properties=species:S:1:pos:R:3:forces:R:3 method="wB97M-V/def2-TZVPD" relative_energy_kcal_mol=91.6 fmax_ev_per_a=1.35 homo_ev="-7.172 / -7.501" spin_multiplicity=1 lumo_ev="0.674 / 0.872" homo_lumo_gap_ev="7.85 / 8.37"
C -0.37290 -1.20767 -1.08731 -0.367 0.123 -0.401
C 0.68993 -0.94466 1.25951 0.901 -0.366 0.357
C 0.17434 1.79947 -0.45458 1.011 0.146 0.034
C -0.38803 -0.60658 0.29243 0.189 -0.251 1.155
C -0.18045 0.79775 0.58531 -1.159 0.427 0.542
H -0.50689 1.20034 1.53806 -0.393 -0.324 -0.236
H -1.33659 -1.05798 -1.58187 0.024 -0.108 -0.072
H 0.39053 -0.76983 -1.73306 0.069 0.090 0.175
H 0.44612 -1.74413 1.95293 -0.350 0.520 0.622
H 1.64797 -0.50307 1.50631 0.177 0.059 -1.182
H -1.23455 -0.89614 0.96090 0.046 -0.197 -1.013
H -0.15325 -2.27563 -1.02152 -0.173 0.100 0.014
H 1.23961 1.74141 -0.72588 -0.077 0.119 -0.101
H -0.38931 1.64880 -1.37856 -0.023 -0.191 0.062
H -0.02654 2.81793 -0.11265 0.125 -0.146 0.044

***

21
Properties=species:S:1:pos:R:3:forces:R:3 method="wB97M-V/def2-TZVPD" relative_energy_kcal_mol=121.9 fmax_ev_per_a=6.25 homo_ev="-7.754 / -7.973" spin_multiplicity=1 lumo_ev="-0.002 / 0.194" homo_lumo_gap_ev="7.75 / 8.17"
B 1.84343 0.11677 3.04025 -5.647 -0.102 2.684
C 0.76565 -1.03887 0.09414 1.522 0.437 -0.490
C -1.58270 -0.71639 -0.16817 0.241 -0.585 0.033
C -0.16551 -0.81206 -1.98995 -0.204 1.485 -4.075
C -2.18405 0.47264 -0.76256 -1.435 1.469 2.415
C -0.45989 0.65911 -2.25432 -0.079 -0.459 1.873
N -0.37883 -1.12658 -0.65133 -1.617 -0.728 0.716
O 1.13765 -1.54661 1.06877 0.149 -0.847 1.647
O -1.84319 0.76192 -2.03942 0.077 1.200 -1.345
O 3.09305 -0.18095 2.94466 1.275 -2.750 1.396
O 1.11948 1.08836 2.38891 0.519 0.455 -0.190
H 1.04898 -0.38234 3.99508 1.632 0.309 -1.748
H -2.00842 -1.18820 0.69299 0.177 0.030 0.503
H -0.95396 -1.23073 -2.72317 1.491 -0.468 1.468
H 0.86935 -0.96208 -2.29823 -0.050 -0.703 0.125
H -3.24848 0.31638 -0.75131 -0.709 0.044 0.026
H -2.05474 1.42466 -0.09600 0.198 -1.273 -0.632
H 0.15837 1.33719 -1.60392 -0.573 -0.372 -0.477
H -0.37596 0.85984 -3.26775 0.785 0.628 -1.889
H 3.58369 0.47278 2.55643 2.303 2.303 -1.849
H 1.63607 1.67515 1.82490 -0.056 -0.072 -0.193

***

20
Properties=species:S:1:pos:R:3:forces:R:3 method="wB97M-V/def2-TZVPD" relative_energy_kcal_mol=6.0 fmax_ev_per_a=3.80 homo_ev=-5.096 spin_multiplicity=1 lumo_ev=-0.931 homo_lumo_gap_ev=4.17
O -0.26261 0.52915 -1.57758 0.593 -0.821 -0.752
C -0.27206 -0.86650 -1.60892 -0.754 0.246 0.194
C 0.97449 -1.49257 -0.99652 -0.058 -0.517 -0.466
O 1.24329 -0.76095 0.20035 0.389 -0.701 0.168
C 1.56230 -1.44156 1.39621 -0.377 -0.706 -0.018
Ca 0.89860 1.31219 -0.08057 0.791 0.946 0.137
H -0.39887 -1.27200 -2.62779 -0.040 0.025 0.189
H -1.12394 -1.18008 -0.97580 0.072 -0.391 -0.317
H 1.85073 -1.40803 -1.65663 -0.110 0.078 0.110
H 0.82602 -2.55869 -0.77393 -0.042 0.243 0.045
H 2.03390 -0.68772 2.03763 0.247 -0.570 0.063
H 0.63795 -1.78040 1.88585 0.193 0.051 -0.023
H 2.16913 -2.31930 1.13002 0.260 0.398 0.526
C -0.75201 2.85376 0.03600 -2.596 0.151 -1.245
C -1.70551 1.77460 0.15213 0.606 2.561 2.745
O -1.71042 1.24257 1.33233 -0.015 -0.598 -1.164
Mg -2.09471 -0.26163 2.59924 -0.003 -0.189 0.141
H -0.55681 3.42065 0.95617 -0.142 -0.327 -0.361
H -0.76287 3.37716 -0.92759 0.018 0.166 0.405
H -2.55659 1.51934 -0.50058 0.966 -0.045 -0.375

***

39
Properties=species:S:1:pos:R:3:forces:R:3 method="wB97M-V/def2-TZVPD" relative_energy_kcal_mol=179.9 fmax_ev_per_a=14.58 homo_ev="-6.846 / -8.589" s2=12.399 spin_multiplicity=7 lumo_ev="-1.372 / -1.405" homo_lumo_gap_ev="5.47 / 7.18"
V 5.16579 -2.60797 -31.01575 2.934 -0.190 -0.174
V 7.61890 -1.81564 -33.37270 -0.648 -1.223 3.209
P 7.12160 -3.87959 -31.92354 3.306 -1.245 2.599
O 7.16422 -2.40996 -31.41625 0.414 14.159 3.440
O 8.52806 -3.42220 -32.27289 5.517 -3.121 -4.914
O 6.09725 -3.15941 -32.78641 -6.690 -2.504 -6.665
O 6.75144 -3.97173 -30.43808 -4.396 -6.131 2.999
P 4.36921 0.04597 -32.16955 -0.856 1.026 0.757
F 4.92269 -0.51623 -30.70021 0.332 0.411 0.455
F 4.87099 1.51272 -31.75941 -0.528 -1.040 -0.683
F 5.82607 -0.41729 -32.75922 -0.328 1.046 -0.884
F 3.81336 0.45275 -33.61811 0.837 -0.202 0.714
F 3.92199 -1.49190 -32.33480 -0.731 -2.037 -1.328
F 2.87922 0.21780 -31.54803 0.695 1.148 0.220
C 2.70586 -2.14161 -27.43542 -0.429 -0.314 0.875
Cl 3.70992 -2.50275 -28.85387 0.147 -0.275 0.047
Cl 3.63178 -1.62231 -26.02447 -0.007 0.170 -0.409
H 1.95950 -1.39796 -27.71477 0.289 -0.094 0.049
H 2.27395 -3.09751 -27.13909 -0.146 0.262 -0.317
C 3.67434 3.60615 -33.40207 -0.761 -0.475 -0.406
Cl 5.34544 4.15150 -33.48462 0.006 -0.131 0.297
Cl 2.60036 4.84879 -34.08257 -0.053 -0.143 0.108
H 3.55579 2.69196 -33.98369 0.230 0.376 -0.222
H 3.30682 3.33949 -32.41116 0.550 0.564 0.146
C 8.10794 2.48013 -31.57395 -0.500 0.760 0.135
Cl 9.80813 2.99978 -31.87916 -0.835 -0.569 0.105
Cl 7.82895 0.81228 -31.07722 0.827 -0.139 -0.028
H 7.70005 3.09968 -30.77528 0.360 -0.055 -0.046
H 7.48181 2.66117 -32.44762 0.483 -0.056 -0.101
C 0.64581 -0.57118 -33.67065 -0.439 -0.320 -0.485
Cl 1.06755 -0.76032 -35.44042 -0.257 0.332 1.300
Cl -1.01232 -1.20400 -33.34017 0.725 0.084 -0.106
H 1.38073 -1.12970 -33.09095 -0.290 0.030 -0.218
H 0.60756 0.47019 -33.35101 0.272 -0.129 -0.507
C 3.83770 2.88659 -28.84541 -0.574 -0.782 -0.050
Cl 5.29299 3.73733 -29.30006 0.081 0.351 -0.034
Cl 4.22640 1.25663 -28.21911 -0.122 0.255 0.159
H 3.26654 3.42255 -28.08738 0.368 0.009 -0.062
H 3.21107 2.71136 -29.71991 0.219 0.190 0.028

***

23
Properties=species:S:1:pos:R:3:forces:R:3 method="wB97M-V/def2-TZVPD" relative_energy_kcal_mol=0.0 fmax_ev_per_a=6.85 homo_ev="-13.318 / -16.619" s2=2.014 total_charge=+2 spin_multiplicity=3 lumo_ev="-7.057 / -10.220" homo_lumo_gap_ev="6.26 / 6.40"
C 1.15148 -0.03764 -0.40751 3.450 -2.015 1.723
C 1.61960 -0.34172 3.09831 2.629 -1.174 2.093
C 1.16454 0.11411 1.01730 0.553 -1.139 -4.402
C -2.57292 -0.90521 -2.44027 0.239 -1.742 1.624
C 0.17614 0.67216 1.83591 -3.157 2.095 2.290
N 2.06439 -0.50058 1.83149 -3.840 2.249 1.821
N 0.27743 0.63337 -1.07697 -2.989 2.761 -1.388
N -1.50311 -1.61790 -2.46892 -0.391 1.577 -0.570
N 0.50876 0.38244 3.22149 3.383 -2.384 -5.457
N -1.01880 1.20537 1.44019 0.018 1.107 1.335
N 0.17651 0.56946 -2.52061 3.512 0.669 -0.144
Cl -2.79223 0.34939 -3.54533 -0.104 0.156 -0.425
Cl -1.13972 -2.78459 -1.28602 -0.651 0.236 -0.074
H 1.99123 -0.68316 -0.81825 -1.091 0.803 0.215
H 2.34058 -0.79433 3.86939 -1.869 1.031 -0.538
H -3.37295 -0.99871 -1.68481 0.309 -0.135 -0.475
H 2.84834 -0.96817 1.56592 2.700 -1.680 -0.800
H 0.21102 0.57918 4.10634 -1.798 1.146 2.609
H -1.64229 1.54838 2.20081 0.620 -0.589 -0.691
H -1.07219 1.86082 0.64054 0.420 -1.019 0.244
H -0.11691 1.49873 -2.95500 -0.348 -1.481 1.206
H -0.48014 -0.27301 -2.65487 0.614 0.199 -0.948
H 1.18124 0.49161 -2.96911 -2.211 -0.673 0.752

***

18
Properties=species:S:1:pos:R:3:forces:R:3 method="wB97M-V/def2-TZVPD" relative_energy_kcal_mol=84.8 fmax_ev_per_a=5.65 homo_ev=-10.293 spin_multiplicity=1 lumo_ev=0.520 homo_lumo_gap_ev=10.81
C 2.69885 -0.35351 -0.09656 3.047 0.763 -0.079
C 1.19555 -0.30456 -0.54769 2.327 3.342 2.758
Cl 1.20323 1.50228 -1.13786 -0.182 -0.829 -0.799
C -0.00282 -0.25227 0.47977 0.596 -0.796 -2.076
C 0.09461 -1.58765 1.04792 3.529 -4.259 1.172
O -0.04622 0.53293 1.63349 0.663 5.111 0.856
C -1.14005 -0.06971 -0.47733 -1.329 0.751 -3.505
Cl -2.73913 -0.50258 0.13028 -0.477 -0.885 0.276
H 3.30371 -0.00791 -1.05835 -1.217 -0.550 2.068
H 3.13422 0.28320 0.80134 -1.797 -0.508 -1.906
H 3.25668 -1.28227 0.17402 -1.426 -0.245 -0.458
H 1.03166 -1.11990 -1.22624 -0.321 0.469 -0.942
H -0.82517 -2.22916 1.25684 1.263 1.394 0.348
H 0.92172 -1.34097 1.87512 -2.430 -1.341 -0.821
H 0.81410 -2.29407 0.39317 -1.916 1.272 0.990
H 0.07042 1.64927 1.68667 -0.476 -4.797 -1.438
H -0.97548 -0.50638 -1.70147 -0.481 1.069 4.057
H -1.32867 0.99614 -0.57673 0.626 0.040 -0.500

***

18
Properties=species:S:1:pos:R:3:forces:R:3 method="wB97M-V/def2-TZVPD" relative_energy_kcal_mol=92.1 fmax_ev_per_a=3.48 homo_ev=-9.961 spin_multiplicity=1 lumo_ev=-0.194 homo_lumo_gap_ev=9.77
C -1.23858 0.46264 0.72264 -1.717 1.606 1.017
C -1.02661 1.06238 -0.66160 -0.081 0.870 0.504
C 0.06201 -0.04420 1.37225 -1.174 -2.961 1.398
C -0.07294 0.16658 -1.36724 2.082 -0.212 -1.604
C 2.55658 -1.39355 -0.40701 0.936 -0.301 -0.007
Si 1.28088 -0.10294 -0.08756 -0.066 1.951 0.686
Cl 1.83378 -2.99998 0.04709 0.199 0.517 -0.277
Cl 2.90612 2.09475 0.20671 -1.754 -2.300 -0.364
H -1.72812 1.26569 1.42707 0.594 -1.678 -1.362
H -1.98391 -0.36811 0.49890 0.938 0.771 0.954
H -2.01854 0.99944 -1.12093 0.295 0.951 -0.314
H -0.53813 2.05092 -0.56952 -0.876 -0.045 -0.297
H 0.44011 0.49268 2.26242 -0.382 -0.009 -0.641
H -0.42216 -1.09388 1.81344 2.398 2.155 -1.002
H -0.53037 -0.82636 -1.34244 0.120 -0.413 -0.598
H 0.28444 0.46968 -2.42017 -0.795 -0.549 1.642
H 2.81160 -1.38402 -1.48449 -0.115 -0.211 0.590
H 3.48598 -1.24232 0.17613 -0.600 -0.143 -0.325

***

17
Properties=species:S:1:pos:R:3:forces:R:3 method="wB97M-V/def2-TZVPD" relative_energy_kcal_mol=106.3 fmax_ev_per_a=4.91 homo_ev="-9.867 / -7.211" spin_multiplicity=1 lumo_ev="0.045 / -0.933" homo_lumo_gap_ev="9.91 / 6.28"
C 2.18992 -1.53544 0.35374 -0.398 -2.593 2.887
C 1.15931 -0.90506 0.94591 -1.406 -0.037 0.073
C -1.35976 1.73197 -0.15380 0.938 1.860 3.871
C -0.56530 1.05967 1.00627 0.662 -2.126 -1.351
C 0.61410 0.29123 0.45481 1.126 0.216 0.198
N -1.18986 -1.24818 -1.63688 -0.112 0.216 0.245
Cl 1.77928 1.11941 -0.59821 -0.948 0.434 0.037
H 2.52194 -2.49815 0.78706 -0.109 0.691 -0.481
H 2.59905 -1.19677 -0.50575 1.466 0.913 -2.363
H 0.62587 -1.44167 1.74473 0.157 0.484 -0.217
H -0.64268 2.27848 -0.77505 -0.617 0.764 0.490
H -2.28929 2.17444 0.28009 0.992 0.396 -0.814
H -1.60795 0.95316 -0.70040 -1.727 -3.595 -2.866
H -0.12299 1.74126 1.66087 0.330 1.525 1.319
H -1.03370 0.24043 1.62333 -0.413 1.171 -0.694
H -1.38086 -0.61108 -2.40945 0.026 0.257 -0.189
H -1.29709 -2.15369 -2.07726 0.034 -0.576 -0.144

***

Repeat the second record exactly.
15
Properties=species:S:1:pos:R:3:forces:R:3 method="wB97M-V/def2-TZVPD" relative_energy_kcal_mol=18.3 fmax_ev_per_a=0.19 homo_ev=-10.520 spin_multiplicity=1 lumo_ev=1.315 homo_lumo_gap_ev=11.84
C -0.69517 -1.58379 -0.59964 -0.003 -0.040 0.001
C -0.63457 -0.20083 0.03153 -0.078 -0.045 -0.040
C 0.05384 0.91127 -0.79950 -0.018 0.041 -0.168
C 0.88090 1.31760 0.44048 0.112 0.149 0.058
C 0.40669 0.03307 1.15937 0.023 -0.087 0.133
H -1.27822 -2.28600 0.00620 0.092 0.079 -0.050
H -1.14875 -1.54173 -1.59735 0.008 0.000 0.160
H 0.31411 -1.99951 -0.71368 -0.136 0.090 -0.015
H -1.63728 0.11262 0.34790 0.161 -0.035 -0.050
H 0.66927 0.50212 -1.60881 -0.064 0.020 0.133
H -0.60083 1.67850 -1.22546 0.105 -0.125 0.058
H 0.51319 2.23318 0.91344 0.043 -0.141 -0.053
H 1.95993 1.41640 0.29082 -0.162 0.021 0.038
H 0.02245 0.15657 2.17712 0.037 -0.040 -0.173
H 1.17443 -0.74946 1.17757 -0.120 0.114 -0.033